# 1
{
  "formula": "C4H8O2",
  "method": "wB97M-V/def2-TZVPD",
  "species": ["O", "C", "C", "C", "C", "O", "H", "H", "H", "H", "H", "H", "H", "H"],
  "xyz": [[1.548912, 0.887146, 0.510327], [1.269418, -0.115192, -0.454576], [0.182899, -1.018479, 0.109180], [-1.017000, -0.231093, 0.649177], [-1.523138, 0.835107, -0.291633], [-1.550554, 0.720783, -1.496486], [2.198483, 1.490836, 0.131639], [2.165110, -0.713667, -0.678445], [0.916959, 0.333019, -1.393574], [0.595391, -1.615719, 0.930550], [-0.131456, -1.711689, -0.678494], [-1.857139, -0.917465, 0.829922], [-0.776524, 0.237769, 1.607898], [-1.891893, 1.766562, 0.185154]],
  "forces_ev_per_a": [[0.22, 0.24, -0.03], [-0.13, -0.33, -0.28], [0.03, -0.06, -0.02], [0.00, 0.00, 0.02], [-0.04, -0.06, -0.40], [0.04, 0.03, 0.54], [-0.11, -0.05, 0.13], [-0.12, 0.10, 0.07], [0.09, -0.04, 0.16], [-0.06, 0.05, -0.13], [0.03, 0.12, 0.10], [0.09, 0.12, 0.01], [-0.01, -0.05, -0.14], [-0.03, -0.08, -0.05]],
  "nbo_charge": [-0.734, -0.071, -0.411, -0.517, 0.450, -0.537, 0.473, 0.164, 0.177, 0.212, 0.220, 0.239, 0.227, 0.109],
  "charge": 0,
  "e_tot_ev": -8372.097,
  "smiles": "O=CCCCO",
  "e_above_lowest_kj_mol": 114.29,
  "orbital_gap_ev": 10.573,
  "largest_force_ev_per_a": 0.5
}


# 2
{
  "formula": "C6H8",
  "method": "wB97M-V/def2-TZVPD",
  "species": ["C", "C", "C", "C", "C", "C", "H", "H", "H", "H", "H", "H", "H", "H"],
  "xyz": [[-0.527752, 2.750807, -1.115039], [-0.524366, 1.544938, -0.505088], [0.008387, 0.242098, -0.509343], [0.293144, -0.533377, 0.669654], [-0.306449, -1.966014, 0.643627], [1.134151, -1.804835, 0.431355], [-1.337442, 1.660585, 0.212090], [-1.458016, 3.313420, -1.054729], [0.314642, 3.273176, -1.549233], [0.378461, -0.114273, 1.676180], [-0.653764, -2.339766, 1.604246], [-0.938817, -2.207365, -0.203010], [1.813902, -2.078021, 1.233847], [1.520603, -1.926745, -0.574130]],
  "forces_ev_per_a": [[0.22, 0.14, -0.06], [-0.06, 0.15, 0.34], [0.04, 0.09, 0.12], [-0.02, 0.50, -0.08], [-0.06, -0.16, -0.07], [0.10, -0.12, -0.06], [-0.64, -0.95, 0.17], [0.40, 0.17, 0.29], [0.06, -0.39, -0.43], [-0.04, 0.04, -0.19], [0.07, 0.21, -0.18], [0.13, 0.10, 0.11], [-0.15, 0.13, -0.11], [-0.07, 0.07, 0.16]],
  "nbo_charge": [-0.359, -0.383, 0.090, -0.377, -0.355, -0.369, 0.253, 0.192, 0.194, 0.201, 0.223, 0.234, 0.222, 0.235],
  "charge": 0,
  "e_tot_ev": -6346.415,
  "e_above_lowest_kj_mol": 421.57,
  "orbital_gap_ev": [7.361, 7.348],
  "largest_force_ev_per_a": 1.2
}